Here is a 13-piece molecular cluster, C39H78O13 overall from the OMol25 dataset. Energies are from ωB97M-V/def2-TZVPD.

Calculated values
⟨S²⟩	0.757
E_LUMO (alpha / beta)	-4.4 / -8.4	eV
charge	+1
calculated total energy	-2510.530206	Eh
relative energy (zero: lowest compared OMol25 entry of this formula, charge and spin)	0.0	kJ/mol
spin multiplicity	2
orbital gap (alpha / beta)	6.535 / 2.517	eV
highest occupied orbital energy (alpha / beta)	-10.9 / -10.9	eV

XYZ file:
```
130
Properties=species:S:1:pos:R:3:forces:R:3
C 2.1973 0.5382 -4.8119 0.18 0.58 0.67
C 3.5240 0.7296 -5.5716 -0.37 0.50 0.53
O 4.5205 1.1622 -5.0173 -1.12 -0.65 -0.48
C 3.5037 0.4934 -7.0547 0.79 -0.15 -0.61
H 2.2868 0.6086 -3.7279 0.48 -0.30 -0.09
H 1.6162 -0.3303 -5.1219 0.58 0.01 -0.36
H 1.6331 1.4354 -5.0663 -0.23 0.29 -0.51
H 2.5361 0.7286 -7.4980 -0.02 -0.08 0.36
H 3.7218 -0.5716 -7.1342 -0.38 -0.40 0.05
H 4.3222 0.9745 -7.5901 -0.09 0.33 0.31
C 0.1334 2.0558 6.5455 -0.06 0.28 -0.51
C 0.9436 2.3657 5.3274 0.97 3.42 -1.14
O 1.1893 3.5579 4.9737 -0.81 -3.44 1.04
C 1.4527 1.2066 4.5557 0.51 -0.02 0.05
H -0.7894 2.6276 6.4475 0.05 0.13 0.48
H 0.7722 2.4123 7.3536 -0.44 -0.02 0.40
H -0.1044 0.9966 6.6432 0.16 0.09 0.06
H 0.5974 0.8702 3.9697 0.08 -0.43 -0.12
H 1.7767 0.4232 5.2408 -0.28 -0.21 -0.11
H 2.3011 1.4740 3.9258 -0.25 0.10 -0.09
C -5.7098 0.0415 3.3911 -0.70 -1.60 -0.80
C -4.7236 -1.1159 3.2945 0.27 -1.24 -1.10
O -4.8449 -2.1150 2.5456 -0.08 2.71 1.57
C -3.5634 -1.0183 4.2235 0.69 -0.41 0.11
H -6.5510 -0.3263 2.8035 -0.26 0.57 -0.17
H -5.3272 0.9884 3.0104 0.17 -0.16 0.14
H -6.0635 0.1306 4.4183 0.26 0.20 0.06
H -3.6495 -0.2429 4.9847 -0.25 -0.25 0.07
H -2.6409 -0.7786 3.6949 -0.08 0.00 -0.30
H -3.4128 -2.0219 4.6214 0.07 0.13 0.41
C 1.1483 -3.9767 -0.5018 -0.14 0.68 -0.58
C 0.7566 -5.4259 -0.3835 -0.92 -0.81 2.33
O 0.9383 -6.0088 0.6888 0.08 0.77 -1.79
C -0.0469 -6.0959 -1.4778 -0.01 0.08 -0.19
H 2.1416 -3.7595 -0.1091 0.03 -0.21 -0.12
H 0.4474 -3.3327 0.0293 -0.22 -0.45 0.64
H 0.9833 -3.5603 -1.4955 0.54 -0.36 -0.37
H 0.6374 -6.4269 -2.2590 0.03 -0.09 -0.14
H -0.7827 -5.4341 -1.9347 0.18 0.37 0.03
H -0.6129 -6.9505 -1.1070 0.40 -0.04 0.20
C 0.1461 -0.4499 -1.3709 -0.84 -0.53 -0.48
C -0.1327 0.5793 -0.2742 1.15 -0.11 -0.92
O -0.4849 1.6945 -0.6135 -0.15 -0.62 0.54
C 0.1942 0.1873 1.1433 -0.21 0.59 -0.50
H 1.0902 -0.3424 -1.9050 0.31 0.51 0.39
H -0.6257 -0.3161 -2.1288 -0.06 0.02 -0.02
H 0.0929 -1.5042 -1.0997 -0.10 0.20 0.48
H 1.0593 -0.4752 1.1720 -0.01 -0.03 0.00
H -0.6655 -0.3401 1.5565 0.01 0.06 0.27
H 0.3948 1.1234 1.6646 -0.20 -0.32 0.34
C -1.6781 1.6705 -3.8665 0.09 0.06 -1.07
C -1.6560 2.0298 -5.3598 1.21 1.36 0.60
O -0.5718 2.2201 -5.9174 -1.19 -0.79 0.42
C -2.9567 2.4438 -6.0167 0.35 -0.71 0.06
H -1.6905 2.5952 -3.2896 -0.20 0.17 -0.05
H -0.7300 1.1996 -3.6071 -0.30 -0.25 0.04
H -2.5755 1.1005 -3.6255 0.25 -0.17 0.22
H -3.0243 3.5267 -5.9132 0.00 0.05 -0.17
H -3.8300 2.0013 -5.5375 0.08 0.00 -0.02
H -2.9129 2.1508 -7.0657 -0.13 0.28 -0.01
C -3.5194 2.7494 0.8612 -0.28 0.09 0.34
C -2.6035 2.5262 2.0483 0.61 1.67 -0.96
O -2.6032 1.4994 2.6537 -0.19 -1.65 0.82
C -1.6275 3.6324 2.3843 -0.18 -0.10 0.08
H -3.7761 3.8010 0.7332 0.15 0.01 -0.06
H -4.4419 2.1877 1.0078 0.07 -0.13 -0.10
H -3.0071 2.3911 -0.0317 0.02 -0.01 -0.06
H -2.1360 4.5965 2.3786 0.15 0.05 0.09
H -0.8445 3.6888 1.6281 -0.21 -0.02 -0.28
H -1.1316 3.4315 3.3339 -0.18 0.07 0.07
C 6.1051 -2.2482 3.6496 -1.10 0.60 0.66
C 4.6582 -2.5534 3.3730 -0.94 -2.37 -2.29
O 4.2959 -3.6819 2.9828 0.82 2.29 1.21
C 3.6474 -1.4027 3.2763 0.20 -0.52 0.78
H 6.7330 -3.1230 3.8185 -0.16 0.17 -0.34
H 6.1079 -1.5847 4.5144 0.38 0.03 0.16
H 6.3591 -1.6127 2.8012 0.63 -0.18 -0.09
H 4.0116 -0.5243 2.7435 0.16 -0.16 -0.20
H 3.4092 -1.0550 4.2815 -0.03 0.01 0.13
H 2.7275 -1.8074 2.8543 0.12 0.19 -0.08
C -3.3430 -1.2105 -0.2975 -0.15 -0.15 0.08
C -3.0935 -2.6551 -0.7139 -0.01 -0.49 -1.04
O -1.9688 -3.0448 -1.0282 -1.18 0.54 0.61
C -4.3147 -3.5767 -0.8529 0.57 0.43 0.36
H -2.5690 -0.9622 0.4286 -0.12 0.32 -0.01
H -4.3348 -1.0032 0.1043 0.11 -0.52 0.41
H -3.3165 -0.5215 -1.1417 0.61 -0.16 -0.32
H -4.0054 -4.6190 -0.7759 -0.06 0.09 0.03
H -4.7743 -3.4216 -1.8291 0.13 0.09 -0.19
H -5.0804 -3.3198 -0.1209 0.14 -0.14 0.15
C 0.5424 -3.9151 -6.7043 1.57 0.18 -0.15
C 1.5094 -3.0818 -5.8006 -0.50 0.79 -1.08
O 2.3293 -2.3148 -6.3331 -1.22 -1.42 1.31
C 1.2601 -3.1136 -4.2884 0.08 0.08 -0.61
H -0.5339 -3.8216 -6.5597 0.18 0.39 0.38
H 0.7726 -4.9768 -6.6151 0.05 -0.13 0.39
H 0.8235 -3.6787 -7.7305 -0.28 0.19 -0.01
H 1.0637 -2.0841 -3.9889 -0.14 0.06 0.11
H 2.1097 -3.4361 -3.6865 0.13 -0.15 -0.28
H 0.3865 -3.7207 -4.0511 0.12 0.01 0.02
C 0.5748 6.7503 -1.3712 0.08 0.01 0.41
C -0.4866 5.8892 -0.7006 -0.11 0.72 0.84
O -1.0740 6.1652 0.3347 0.82 0.52 -0.62
C -0.8565 4.6347 -1.3733 -0.42 0.08 -0.52
H 1.2651 7.1453 -0.6259 -0.11 0.03 0.04
H 0.1224 7.5945 -1.8915 -0.18 0.02 0.08
H 1.1611 6.1879 -2.0980 -0.11 -0.09 0.05
H 0.0336 4.1118 -1.7233 -0.24 -0.48 0.33
H -1.4066 4.9345 -2.2653 -0.12 -0.02 -0.31
H -1.5626 4.1601 -0.6919 0.45 -0.68 -0.34
C 1.1754 -4.2919 3.4294 -0.30 0.21 0.60
C 0.1257 -3.2076 3.5355 0.27 -0.44 0.80
O 0.2719 -2.2629 4.2891 -0.15 0.08 -0.45
C -1.1237 -3.4046 2.7210 0.21 0.39 -0.66
H 0.7072 -5.2618 3.2612 0.17 0.07 -0.30
H 1.7331 -4.3277 4.3652 0.07 0.10 -0.07
H 1.8841 -4.0455 2.6387 -0.07 -0.26 -0.12
H -0.9350 -4.1353 1.9344 -0.23 -0.15 0.09
H -1.3692 -2.4570 2.2417 -0.19 0.09 0.04
H -1.9820 -3.6919 3.3283 0.13 -0.10 0.06
C 1.9117 3.1694 1.5260 1.50 1.25 -1.53
C 3.0447 4.2247 1.2970 -0.96 1.25 -1.97
O 3.2260 4.8217 0.2121 -0.63 -1.87 2.39
C 3.8415 4.5781 2.4966 0.28 -0.21 0.75
H 2.3774 2.2700 1.9289 -0.29 0.07 0.23
H 1.5125 2.9817 0.5292 -0.29 -0.20 0.13
H 1.1562 3.6198 2.1698 0.22 -0.28 0.26
H 3.7669 5.6379 2.7402 0.17 0.07 -0.36
H 4.8755 4.2996 2.2933 0.15 0.24 0.10
H 3.5015 4.0535 3.3896 -0.03 -0.16 -0.07
```
Positions in Å, forces in eV/Å.